Arrangement a

Molecular formula: C18H21N4O4STi
Method: DFT, ωB97M-V with the def2-TZVPD basis set

The calculation puts the HOMO-LUMO gap (spin up / spin down) at 7.146 / 7.958 eV. As for the LUMO energy (spin up / spin down): -2.742 / -3.471 eV. The calculation puts the HOMO energy (spin up / spin down) at -9.9 / -11.4 eV.

Structure (ORCA input):
```
! RIJCOSX wB97M-V def2-TZVPD def2/J DEFGRID3
* xyz 1 3
Ti -0.76 0.20 -0.03
C -0.58 0.90 3.35
C -1.35 0.98 2.06
C -2.27 -0.02 1.73
C -2.99 -0.01 0.51
C -3.95 -1.12 0.20
C -2.83 1.10 -0.35
C -1.97 2.16 -0.02
C -1.86 3.38 -0.89
C -1.19 2.07 1.17
H -0.24 -0.13 3.52
H -1.21 1.17 4.19
H 0.28 1.57 3.35
H -2.42 -0.84 2.42
H -4.57 -1.35 1.06
H -3.40 -2.03 -0.07
H -4.60 -0.85 -0.63
H -3.41 1.16 -1.25
H -2.15 4.26 -0.32
H -2.49 3.30 -1.77
H -0.83 3.55 -1.22
H -0.54 2.89 1.43
O 3.81 3.81 -1.36
C 2.55 3.51 -1.01
O 1.65 4.26 -1.21
C 2.32 2.21 -0.31
C 2.82 1.74 0.88
N 2.13 0.63 1.20
N 1.23 0.32 0.26
C 1.33 1.27 -0.68
C 0.53 1.09 -1.94
O 0.69 1.75 -2.93
O -0.35 0.11 -1.80
H 4.41 3.07 -1.24
H 3.58 2.14 1.53
H 2.25 0.03 2.00
C 1.63 -4.62 0.66
N 1.37 -3.93 -0.58
C 1.90 -4.25 -1.81
C 1.41 -3.38 -2.71
N 0.57 -2.54 -2.02
C 0.54 -2.86 -0.72
S -0.43 -2.20 0.53
H 1.04 -5.53 0.73
H 1.38 -3.97 1.49
H 2.69 -4.89 0.70
H 2.58 -5.08 -1.94
H 1.58 -3.29 -3.77
H 0.12 -1.71 -2.39
*
```

Arrangement b

Molecular formula: C18H21N4O4STi
Method: DFT, ωB97M-V with the def2-TZVPD basis set

The calculation puts the HOMO-LUMO gap (spin up / spin down) at 7.325 / 8.695 eV. As for the LUMO energy (spin up / spin down): -3.246 / -3.377 eV. The calculation puts the HOMO energy (spin up / spin down) at -10.6 / -12.1 eV.

Structure (ORCA input):
```
! RIJCOSX wB97M-V def2-TZVPD def2/J DEFGRID3
* xyz 1 3
Ti 0.28 0.19 -0.02
C -0.82 -0.56 3.19
C -0.79 0.50 2.13
C -1.78 0.57 1.15
C -1.72 1.52 0.11
C -2.80 1.62 -0.94
C -0.64 2.42 0.10
C 0.37 2.38 1.07
C 1.49 3.39 1.08
C 0.32 1.38 2.05
H -0.16 -1.39 2.91
H -1.83 -0.95 3.33
H -0.46 -0.17 4.14
H -2.62 -0.12 1.20
H -2.42 1.37 -1.93
H -3.18 2.64 -0.99
H -3.63 0.96 -0.70
H -0.57 3.14 -0.70
H 1.52 3.96 0.15
H 2.45 2.91 1.24
H 1.32 4.10 1.89
H 1.12 1.28 2.77
O 2.44 -5.33 -0.48
C 1.35 -5.23 -1.22
O 0.97 -6.11 -1.94
C 0.58 -3.94 -1.15
C -0.59 -3.75 -1.85
N -1.01 -2.50 -1.58
N -0.18 -1.86 -0.74
C 0.80 -2.73 -0.47
C 1.89 -2.22 0.42
O 2.79 -2.95 0.79
O 1.79 -0.97 0.71
H 2.63 -4.52 0.05
H -1.12 -4.42 -2.50
H -1.83 -2.04 -1.94
C 3.96 -0.73 -1.56
N 3.78 0.71 -1.65
C 4.81 1.62 -1.47
C 4.31 2.85 -1.72
N 2.98 2.66 -2.03
C 2.65 1.36 -1.99
S 1.11 0.71 -2.37
H 4.75 -1.04 -2.24
H 3.03 -1.21 -1.86
H 4.21 -1.02 -0.54
H 5.80 1.31 -1.19
H 4.77 3.82 -1.70
H 2.33 3.37 -2.33
*
```

Which one is most stable, and which one is least stable? arrangement b is the most stable of them, while arrangement a is the least stable.

Arrangement a

Molecular formula: C4H9O3
Method: DFT, ωB97M-V with the def2-TZVPD basis set

The calculation puts the HOMO-LUMO gap at 7.610 eV. As for the LUMO energy: 3.876 eV. The calculation puts the HOMO energy at -3.7 eV.

Structure (ORCA input):
```
! RIJCOSX wB97M-V def2-TZVPD def2/J DEFGRID3
* xyz -1 1
C 1.10 -0.68 -0.75
O 1.00 -1.32 0.45
C 0.56 0.82 -0.71
C 0.04 1.21 0.67
C -1.27 1.86 0.69
O -1.66 2.71 1.46
H 2.15 -0.62 -1.11
H 0.54 -1.22 -1.51
H 1.34 1.51 -1.06
H -0.25 0.88 -1.42
H 0.74 1.77 1.31
H 0.05 0.19 1.12
H -1.95 1.44 -0.10
H -1.57 -2.74 0.41
H -0.03 -2.56 0.34
O -0.78 -3.25 0.19
*
```

Arrangement b

Molecular formula: C4H9O3
Method: DFT, ωB97M-V with the def2-TZVPD basis set

The calculation puts the HOMO-LUMO gap at 8.341 eV. As for the LUMO energy: 4.044 eV. The calculation puts the HOMO energy at -4.3 eV.

Structure (ORCA input):
```
! RIJCOSX wB97M-V def2-TZVPD def2/J DEFGRID3
* xyz -1 1
C 0.95 1.86 0.49
C 1.74 0.55 0.70
O 0.87 2.17 -0.87
H 0.02 1.70 1.01
H 1.47 2.70 0.96
H 2.05 0.24 -0.30
H 0.14 1.68 -1.28
H 1.11 -0.23 1.13
H 2.63 0.69 1.31
C -1.46 -2.20 -0.15
C -1.75 -0.85 -0.84
O -0.76 -0.10 -0.99
O -2.93 -0.69 -1.23
H -0.86 -2.05 0.76
H -0.83 -2.80 -0.80
H -2.41 -2.67 0.11
*
```

Arrangement c

Molecular formula: C4H9O3
Method: DFT, ωB97M-V with the def2-TZVPD basis set

The calculation puts the HOMO-LUMO gap at 6.217 eV. As for the LUMO energy: 3.777 eV. The calculation puts the HOMO energy at -2.4 eV.

Structure (ORCA input):
```
! RIJCOSX wB97M-V def2-TZVPD def2/J DEFGRID3
* xyz -1 1
C 0.34 0.02 0.27
O 1.27 0.86 -0.25
C 0.80 -1.42 0.09
C 1.27 -1.57 -1.38
H -0.66 0.13 -0.22
H 0.10 0.22 1.35
H 0.03 -2.14 0.34
H 1.66 -1.59 0.78
H 1.79 -2.52 -1.60
H 1.91 -0.71 -1.54
H 0.39 -1.40 -2.05
O -2.16 0.94 1.60
C -2.03 2.05 0.96
O -1.50 2.30 -0.27
H -2.42 2.97 1.46
H -0.79 1.87 0.46
*
```

Arrangement d

Molecular formula: C4H9O3
Method: DFT, ωB97M-V with the def2-TZVPD basis set

The calculation puts the HOMO-LUMO gap at 8.739 eV. As for the LUMO energy: 4.195 eV. The calculation puts the HOMO energy at -4.5 eV.

Structure (ORCA input):
```
! RIJCOSX wB97M-V def2-TZVPD def2/J DEFGRID3
* xyz -1 1
C -0.74 -0.70 -1.23
O -1.13 -1.41 -0.06
C -1.31 -1.47 -2.43
H -1.10 0.36 -1.23
H 0.36 -0.63 -1.37
H -0.56 -1.00 0.68
H -2.38 -1.66 -2.20
H -1.19 -0.90 -3.36
H -0.84 -2.45 -2.52
O 1.13 1.40 0.10
C 0.97 0.95 1.26
O 0.57 -0.23 1.57
C 1.43 1.77 2.46
H 2.34 1.32 2.92
H 1.75 2.79 2.17
H 0.70 1.85 3.26
*
```

Which one is most stable, and which one is least stable? arrangement d is the most stable of them, while arrangement c is the least stable.

Arrangement a

Molecular formula: C2H4Cl3NS
Method: DFT, ωB97M-V with the def2-TZVPD basis set

The calculation puts the HOMO-LUMO gap (spin up / spin down) at 4.986 / 4.985 eV. As for the LUMO energy (spin up / spin down): -2.077 / -2.077 eV. The calculation puts the HOMO energy (spin up / spin down) at -7.1 / -7.1 eV.

Structure (ORCA input):
```
! RIJCOSX wB97M-V def2-TZVPD def2/J DEFGRID3
* xyz 0 1
C 0.24 -0.62 0.26
C -3.36 -0.15 -0.08
N -0.12 0.48 -0.59
S -0.57 1.83 0.16
Cl -4.63 -0.73 -1.07
Cl -2.87 -1.16 1.20
Cl -3.65 1.49 0.45
H 0.89 -0.14 1.15
H -0.76 -0.99 0.75
H 0.61 -1.59 -0.21
H -0.81 2.30 -1.04
*
```

Arrangement b

Molecular formula: C2H4Cl3NS
Method: DFT, ωB97M-V with the def2-TZVPD basis set

The calculation puts the HOMO-LUMO gap at 8.426 eV. As for the LUMO energy: -0.060 eV. The calculation puts the HOMO energy at -8.5 eV.

Structure (ORCA input):
```
! RIJCOSX wB97M-V def2-TZVPD def2/J DEFGRID3
* xyz 0 1
C 0.11 -0.47 0.38
C 1.98 1.65 0.39
N 0.06 0.85 -0.09
S -0.26 1.16 -1.64
Cl 2.03 3.07 -0.57
Cl 1.88 1.80 2.15
Cl 3.16 0.50 -0.08
H 0.30 -0.70 1.42
H -0.86 -0.77 0.08
H 0.97 -0.95 -0.29
H -0.96 2.25 -1.57
*
```

Which one is most stable, and which one is least stable? arrangement b is the most stable of them, while arrangement a is the least stable.

Arrangement a

Molecular formula: C9H14O2
Method: DFT, ωB97M-V with the def2-TZVPD basis set

The calculation puts the HOMO-LUMO gap at 9.211 eV. As for the LUMO energy: 0.823 eV. The calculation puts the HOMO energy at -8.4 eV.

Structure (ORCA input):
```
! RIJCOSX wB97M-V def2-TZVPD def2/J DEFGRID3
* xyz 0 1
C -2.07 -2.16 0.66
C -0.56 -2.49 0.56
O -2.41 -0.81 0.40
H -2.59 -2.75 -0.08
H -2.49 -2.55 1.60
H -0.08 -1.68 0.01
H -1.88 -0.25 0.99
H -0.46 -3.37 -0.07
H -0.11 -2.70 1.52
C 0.21 2.82 1.40
C 2.07 0.09 -0.45
C 1.24 -0.12 -1.55
C 1.79 1.11 0.44
C 0.67 1.93 0.28
C 0.09 0.65 -1.71
C -0.16 1.69 -0.82
O 1.72 -0.91 -2.55
H 2.84 -0.66 -0.30
H 2.49 1.28 1.25
H -0.56 0.52 -2.56
H 1.07 -1.07 -3.24
H -0.66 3.42 1.14
H 0.96 3.55 1.72
H -1.07 2.25 -0.91
H -0.04 2.23 2.28
*
```

Arrangement b

Molecular formula: C9H14O2
Method: DFT, ωB97M-V with the def2-TZVPD basis set

The calculation puts the HOMO-LUMO gap at 9.022 eV. As for the LUMO energy: 0.606 eV. The calculation puts the HOMO energy at -8.4 eV.

Structure (ORCA input):
```
! RIJCOSX wB97M-V def2-TZVPD def2/J DEFGRID3
* xyz 0 1
C -0.32 1.33 2.28
C 0.54 1.70 3.44
O -1.51 2.24 2.57
H 0.06 1.35 1.19
H -0.59 0.30 2.58
H 0.02 1.40 4.44
H -2.24 2.01 1.88
H 0.87 2.73 3.41
H 1.60 1.06 3.63
C 0.57 0.93 -3.14
C -1.35 -1.52 -0.94
C -0.96 -0.61 -1.90
C -0.24 -2.21 -0.50
C 0.35 -0.28 -2.34
C 1.11 -1.97 -0.79
C 1.38 -0.99 -1.75
O -0.27 -3.24 0.39
H -2.37 -1.78 -0.78
H -1.71 0.13 -2.28
H -0.95 -3.08 0.92
H 1.82 -2.45 -0.38
H -0.40 1.34 -3.45
H 1.24 0.80 -4.03
H 2.34 -0.84 -1.94
H 1.01 1.64 -2.52
*
```

Which one is most stable, and which one is least stable? arrangement a is the most stable of them, while arrangement b is the least stable.